{
  "formula": "C21H24ClN3O3S",
  "method": "ωB97M-V/def2-TZVPD",
  "elements": ["C", "S", "C", "C", "C", "N", "C", "C", "O", "N", "C", "C", "C", "C", "Cl", "C", "C", "C", "C", "O", "N", "C", "C", "C", "C", "C", "C", "O", "C", "H", "H", "H", "H", "H", "H", "H", "H", "H", "H", "H", "H", "H", "H", "H", "H", "H", "H", "H", "H", "H", "H", "H", "H"],
  "coordinates": [[-5.48294, -1.12650, -0.97387], [-4.51925, -2.21882, 0.10605], [-3.28195, -2.83364, -1.10022], [-1.92163, -2.98214, -0.43594], [-1.30909, -1.62974, -0.07879], [-0.11669, -1.82148, 0.73871], [0.68564, -0.61567, 0.67004], [0.20692, 0.51587, 1.61233], [-0.90440, 0.98806, 1.66723], [1.26155, 0.87112, 2.39477], [2.39945, 0.13140, 2.10897], [3.65516, 0.20586, 2.67815], [4.62669, -0.67717, 2.22802], [4.33209, -1.60409, 1.23979], [5.56282, -2.69582, 0.71279], [3.06956, -1.67766, 0.65897], [2.11107, -0.79795, 1.10471], [0.51926, -0.17833, -0.80695], [0.25869, 1.31552, -0.91627], [1.02564, 2.18782, -0.60073], [-1.00097, 1.48588, -1.43814], [-1.66071, 2.77051, -1.62960], [-0.87036, 3.70281, -2.56552], [-0.96532, 5.07981, -1.91103], [-0.91381, 4.75239, -0.42213], [-1.83199, 3.53705, -0.30341], [-1.65421, 0.30376, -1.70659], [-2.75112, 0.22899, -2.19979], [-0.76143, -0.84676, -1.29434], [-6.21040, -0.62669, -0.34298], [-5.98969, -1.71932, -1.73040], [-4.81577, -0.40190, -1.43105], [-3.63225, -3.79547, -1.47601], [-3.24703, -2.10999, -1.91233], [-1.24190, -3.52571, -1.09563], [-2.03355, -3.56376, 0.48120], [-2.06961, -1.02268, 0.43709], [-0.34499, -2.08325, 1.69136], [1.22355, 1.61996, 3.06908], [3.88170, 0.92584, 3.44828], [5.61869, -0.64678, 2.64979], [2.84925, -2.40588, -0.10433], [1.40924, -0.44638, -1.37743], [-2.63363, 2.51491, -2.05887], [-1.26453, 3.68859, -3.58075], [0.17252, 3.38848, -2.59493], [-0.16013, 5.74069, -2.22689], [-1.91905, 5.54957, -2.15851], [-1.24009, 5.58022, 0.20517], [0.10312, 4.47567, -0.14502], [-1.58885, 2.90575, 0.54966], [-2.86934, 3.85700, -0.20245], [-0.60393, -1.51970, -2.13902]],
  "forces_ev_per_a": [[0.3, -0.3, 0.1], [0.1, 0.0, -0.2], [-0.4, -0.1, 0.3], [-0.1, 0.4, 0.0], [-0.4, -0.2, -0.1], [0.2, 0.0, 0.0], [0.2, 0.0, 0.0], [-0.1, -0.1, 0.2], [-0.2, 0.0, -0.1], [0.0, 0.4, 0.4], [0.4, -0.5, -0.3], [-0.2, 0.1, 0.0], [0.0, -0.1, -0.1], [-0.1, 0.1, 0.1], [0.2, -0.2, -0.1], [0.0, 0.2, 0.2], [0.1, 0.3, 0.3], [0.0, 0.0, 0.1], [0.1, -0.4, -0.3], [0.1, 0.2, 0.1], [-0.2, 0.3, -0.2], [-0.2, 0.1, -0.1], [0.0, 0.1, -0.1], [0.1, 0.0, 0.0], [-0.1, 0.1, 0.0], [0.1, 0.0, 0.2], [0.2, -0.3, -0.1], [-0.2, 0.0, -0.1], [-0.1, -0.2, 0.2], [-0.1, 0.1, 0.0], [-0.1, 0.1, -0.1], [-0.1, 0.1, 0.0], [0.1, 0.1, -0.1], [0.0, 0.0, -0.1], [0.1, 0.0, 0.0], [0.1, -0.1, 0.0], [0.2, -0.1, -0.1], [0.0, 0.0, 0.0], [-0.1, -0.1, -0.1], [0.0, 0.1, 0.1], [0.1, 0.0, 0.0], [0.0, -0.1, -0.1], [-0.1, 0.1, 0.0], [0.2, 0.0, 0.1], [0.0, -0.1, 0.0], [0.0, 0.0, 0.0], [0.0, 0.1, -0.1], [0.0, 0.1, 0.0], [0.0, 0.0, 0.1], [0.0, 0.0, 0.0], [-0.1, 0.0, 0.0], [0.0, 0.0, 0.0], [0.0, 0.1, 0.0]],
  "nbo_charge": [-0.74, 0.15, -0.53, -0.39, -0.05, -0.61, -0.01, 0.69, -0.60, -0.60, 0.16, -0.24, -0.20, -0.06, 0.01, -0.21, 0.03, -0.29, 0.73, -0.59, -0.47, -0.06, -0.41, -0.40, -0.41, -0.42, 0.74, -0.59, -0.33, 0.23, 0.21, 0.24, 0.22, 0.23, 0.21, 0.21, 0.22, 0.38, 0.42, 0.22, 0.23, 0.23, 0.25, 0.24, 0.21, 0.22, 0.21, 0.19, 0.21, 0.22, 0.24, 0.21, 0.24],
  "homo_ha": -0.30267,
  "smiles": "CSCC[C@H]1N[C@]2(C(=O)Nc3ccc(Cl)cc32)[C@@H]2C(=O)N(C3CCCC3)C(=O)[C@@H]21",
  "orbital_gap_ev": 8.842,
  "e_above_lowest_ev": 0.038
}